[1]
165
Properties=species:S:1:pos:R:3 method="wB97M-V/def2-TZVPD" e_homo_ev=-8.97 e_above_lowest_kj_mol=474.4 charge=0 total_energy_ev=-91860.911 orbital_gap_ev=8.991 lumo_energy_ev=0.017
C -5.4964 -1.9796 5.1064
O -4.8180 -2.9803 5.8520
C -4.4265 -2.5459 7.1237
C -3.0706 -1.7470 7.2438
O -1.9661 -2.5801 6.7666
C -1.6486 -3.7417 7.5193
C -0.3204 -4.5077 7.2773
O 0.7820 -3.6456 7.5191
C 2.0393 -4.3555 7.6997
H -6.2724 -1.4269 5.6360
H -5.9577 -2.4359 4.2306
H -4.8191 -1.1810 4.8038
H -4.3185 -3.3713 7.8273
H -5.3074 -2.1516 7.6304
H -2.9376 -1.2023 8.1786
H -3.1017 -0.8909 6.5699
H -2.4226 -4.4802 7.3104
H -1.7742 -3.5486 8.5847
H -0.2151 -4.8460 6.2465
H -0.2135 -5.3745 7.9295
H 2.9040 -3.6976 7.6133
H 2.1200 -5.0091 6.8311
H 2.0163 -4.8884 8.6504
C 1.6143 12.8935 0.8766
O 2.0150 11.8647 -0.0419
C 3.1900 11.0813 0.2753
C 3.3920 9.9738 -0.7763
O 3.5096 10.5108 -2.0936
C 3.8793 9.4804 -3.1136
C 3.6608 10.0472 -4.5839
O 4.0217 9.0995 -5.5602
C 4.2304 9.6052 -6.8651
H 0.6116 13.2867 0.7095
H 2.2584 13.7703 0.9447
H 1.4453 12.3499 1.8061
H 3.0589 10.6886 1.2836
H 4.0517 11.7314 0.4268
H 2.6097 9.2182 -0.7044
H 4.3040 9.4564 -0.4786
H 3.1162 8.7117 -2.9917
H 4.8157 8.9256 -3.0548
H 4.2146 10.9789 -4.6997
H 2.6249 10.3580 -4.7199
H 4.8710 10.4767 -7.0005
H 3.2771 9.7664 -7.3683
H 4.7247 8.7986 -7.4065
C -1.1521 3.7433 -2.2461
O -1.5017 2.6934 -1.3436
C -1.5594 1.4345 -1.9088
C -2.0346 0.3007 -0.9172
O -0.9668 0.0023 -0.0022
C -1.3588 -0.6477 1.1914
C -1.8748 -2.1205 1.0848
O -0.9160 -3.1480 0.9804
C 0.0436 -2.9597 -0.0404
H -1.8213 3.9311 -3.0857
H -0.1778 3.4993 -2.6697
H -1.0173 4.7180 -1.7772
H -0.5831 1.1559 -2.3054
H -2.2855 1.4175 -2.7215
H -2.3359 -0.5908 -1.4672
H -2.9191 0.6771 -0.4032
H -2.1070 -0.0361 1.6956
H -0.4813 -0.6349 1.8379
H -2.5994 -2.2094 0.2754
H -2.4379 -2.4298 1.9653
H 0.4928 -3.9321 -0.2420
H 0.8004 -2.1940 0.1301
H -0.3309 -2.6114 -1.0030
C 4.3937 3.1153 -7.6805
N 3.1081 2.4847 -7.6924
C 3.0042 1.0020 -7.4317
C 2.0795 3.3405 -7.7932
O 0.9484 2.9456 -7.8528
H 4.5425 3.7639 -8.5438
H 5.1962 2.3804 -7.7442
H 4.5938 3.6669 -6.7620
H 3.7375 0.3893 -7.9560
H 3.2272 0.7874 -6.3865
H 1.9843 0.6551 -7.5977
H 2.4333 4.3781 -7.8956
C -1.7632 -11.4196 -3.6503
N -1.1095 -11.6424 -2.3763
C -0.4349 -10.4963 -1.7179
C -1.2287 -12.8535 -1.7957
O -0.7336 -13.0449 -0.6672
H -2.4304 -10.5596 -3.5919
H -2.3218 -12.2850 -4.0067
H -0.9087 -11.2257 -4.2986
H 0.3615 -10.8424 -1.0591
H 0.0736 -9.9869 -2.5364
H -1.1616 -9.8129 -1.2786
H -1.6510 -13.6129 -2.4719
C -7.0380 5.4856 -1.5817
N -7.9704 6.2865 -2.3249
C -9.0528 5.5219 -2.9517
C -7.8564 7.6523 -2.5694
O -8.6121 8.3550 -3.2777
H -6.7183 4.6720 -2.2329
H -7.3680 4.9703 -0.6797
H -6.1216 6.0105 -1.3119
H -8.5568 4.9042 -3.7004
H -9.6287 4.9039 -2.2628
H -9.7442 6.1065 -3.5587
H -6.9208 8.0023 -2.1064
C 6.5725 -4.2732 -1.0507
N 5.6644 -4.5801 -2.1350
C 5.2293 -3.4192 -2.7998
C 5.1545 -5.7796 -2.4643
O 4.2471 -5.9713 -3.2575
H 7.1148 -5.1383 -0.6691
H 6.1060 -3.8202 -0.1760
H 7.3593 -3.5966 -1.3842
H 4.6189 -3.6469 -3.6737
H 4.6135 -2.8452 -2.1075
H 6.0986 -2.8203 -3.0714
H 5.7032 -6.5668 -1.9244
C -1.2187 -4.5341 -5.9959
N -2.4939 -3.9187 -5.6118
C -2.8449 -2.6414 -6.3102
C -3.4035 -4.3216 -4.6885
O -3.2906 -5.2333 -3.9059
H -0.3325 -3.9242 -5.8208
H -1.0541 -5.0017 -6.9667
H -1.0430 -5.4059 -5.3657
H -3.8852 -2.3480 -6.1699
H -2.0341 -1.9791 -6.0067
H -2.8241 -2.7033 -7.3983
H -4.3090 -3.6986 -4.7524
C 5.7773 1.0005 6.4888
N 4.4838 0.5621 6.0066
C 4.5124 -0.1023 4.6833
C 3.2943 0.7721 6.5988
O 3.1782 1.2687 7.7123
H 5.6092 1.5401 7.4209
H 6.3611 1.6469 5.8334
H 6.3273 0.0704 6.6323
H 3.7267 -0.8235 4.4580
H 4.6194 0.6875 3.9398
H 5.4435 -0.6690 4.6781
H 2.4322 0.5114 5.9655
C -5.2236 -7.5134 3.2922
N -4.6734 -8.3078 4.3781
C -5.4948 -8.5225 5.6156
C -3.3530 -8.6326 4.3556
O -2.7768 -9.1900 5.3009
H -5.8017 -6.7300 3.7823
H -5.9971 -7.9694 2.6742
H -4.4827 -7.0265 2.6582
H -6.4400 -9.0465 5.4735
H -4.9373 -8.9974 6.4229
H -5.8448 -7.5911 6.0607
H -2.8726 -8.4288 3.3862
C 1.6394 4.5680 2.7730
N 3.0057 4.5389 2.0895
C 4.0353 5.1501 2.8476
C 3.1115 3.9601 0.8669
O 4.1301 3.8602 0.2568
H 1.7571 3.7564 3.4911
H 0.8217 4.3726 2.0792
H 1.3012 5.4914 3.2432
H 3.7974 6.2138 2.8507
H 4.1145 4.7566 3.8610
H 4.9856 4.9309 2.3607
H 2.1844 3.5168 0.4716


[2]
179
Properties=species:S:1:pos:R:3 method="wB97M-V/def2-TZVPD" e_homo_ev=-9.06 charge=0 total_energy_ev=-164642.234 orbital_gap_ev=9.025 lumo_energy_ev=-0.035
C 30.0664 -18.9524 28.0299
C 30.2689 -19.7764 26.8335
C 30.6139 -18.9188 25.6206
O 31.0584 -19.7963 24.5245
C 31.4174 -19.0548 23.3904
N 31.3970 -20.6897 27.1474
H 30.9859 -18.5241 28.4291
H 29.6065 -19.5694 28.8018
H 29.2500 -18.2319 27.9799
H 29.3402 -20.3165 26.6490
H 31.4254 -18.3275 26.0448
H 29.7476 -18.3051 25.3735
H 32.1572 -18.2765 23.5773
H 30.6273 -18.3929 23.0356
H 31.7551 -19.7865 22.6565
H 32.0728 -20.0424 27.5276
H 31.7049 -20.8799 26.2044
C 35.9187 -20.0578 17.9615
C 35.5024 -21.1443 16.9660
C 34.6071 -22.2328 17.5765
O 35.2911 -22.8312 18.6822
C 34.4384 -23.5249 19.5292
N 34.8381 -20.5372 15.8511
H 36.4231 -20.6103 18.7542
H 35.1370 -19.4397 18.4031
H 36.7137 -19.4156 17.5824
H 36.4348 -21.6521 16.7194
H 34.3979 -23.0322 16.8656
H 33.7238 -21.6818 17.8993
H 33.7492 -22.8075 19.9746
H 34.9658 -23.9664 20.3748
H 33.7200 -24.1972 19.0600
H 34.7294 -21.2338 15.1279
H 35.5374 -19.8598 15.5823
C 34.3088 -28.8764 17.3383
C 34.2293 -30.1055 18.2217
C 32.8602 -30.1118 18.9182
O 32.8959 -29.2149 20.1002
C 33.8969 -29.2437 21.1098
N 34.4525 -31.2580 17.2863
H 33.9591 -29.0822 16.3266
H 35.3400 -28.5282 17.3961
H 33.7527 -28.0408 17.7633
H 34.9711 -30.0216 19.0159
H 32.7105 -31.0923 19.3702
H 32.0563 -29.8726 18.2221
H 33.6456 -28.6593 21.9949
H 34.8612 -28.8677 20.7678
H 34.1144 -30.2519 21.4625
H 34.7226 -32.1154 17.7466
H 35.2546 -30.9950 16.7316
C 23.7301 -15.5563 26.1115
C 24.9843 -16.4410 26.0648
C 24.5902 -17.9309 26.0924
O 23.7429 -18.2057 24.9472
C 23.8107 -19.5430 24.5626
N 25.7369 -16.0765 24.8879
H 23.9048 -14.4906 26.2598
H 22.9748 -15.8968 26.8198
H 23.2658 -15.4220 25.1345
H 25.6478 -16.1221 26.8687
H 23.9299 -18.2008 26.9166
H 25.4814 -18.5518 26.1830
H 23.2101 -19.8354 23.7013
H 23.4746 -20.1678 25.3901
H 24.8612 -19.7628 24.3720
H 25.4157 -16.4962 24.0272
H 25.6813 -15.0968 24.6486
C 22.8557 -28.0474 15.7709
C 22.1469 -27.9371 17.2197
C 21.8675 -26.5017 17.7948
O 21.1159 -25.7460 16.8715
C 20.7036 -24.4508 17.3723
N 20.9631 -28.9054 17.2423
H 22.2698 -27.4463 15.0755
H 22.8841 -29.1244 15.6057
H 23.9178 -27.8104 15.7082
H 22.9582 -28.3526 17.8175
H 22.7740 -25.9672 18.0788
H 21.3238 -26.7456 18.7074
H 20.4488 -23.8852 16.4761
H 21.4895 -23.9855 17.9673
H 19.8771 -24.7061 18.0354
H 21.2167 -29.8540 17.0059
H 20.2527 -28.6734 16.5629
C 29.3760 -33.5696 23.1711
C 28.2177 -32.9334 23.9143
C 26.8987 -32.7845 23.1563
O 27.1006 -31.9528 22.0603
C 27.1479 -30.5497 22.2797
N 28.0137 -33.6633 25.1237
H 29.6900 -32.9388 22.3395
H 29.0285 -34.5843 22.9770
H 30.3247 -33.6712 23.6981
H 28.5392 -31.9058 24.0838
H 26.2413 -32.3340 23.9000
H 26.5348 -33.7866 22.9293
H 27.9363 -30.2297 22.9610
H 26.1871 -30.1548 22.6100
H 27.4912 -30.0840 21.3559
H 28.6088 -33.2806 25.8445
H 27.1021 -33.3073 25.3734
C 17.7073 -16.4465 15.8334
C 18.9839 -16.6353 15.0457
C 20.1365 -17.3186 15.8293
O 21.2730 -17.5824 15.0058
C 22.3145 -18.2981 15.6644
N 18.5682 -17.5384 13.8918
H 17.9840 -16.0791 16.8216
H 17.2781 -17.4341 16.0026
H 16.9713 -15.7281 15.4725
H 19.3000 -15.6852 14.6149
H 19.6569 -18.2469 16.1398
H 20.2787 -16.6502 16.6785
H 22.8395 -17.5599 16.2705
H 22.9923 -18.4914 14.8328
H 22.0436 -19.2665 16.0850
H 19.4248 -17.7992 13.4246
H 18.2473 -18.3707 14.3654
C 28.0418 -23.7292 23.6538
C 27.7489 -24.7621 24.7118
O 26.2734 -24.7893 24.8480
C 25.5868 -25.8107 25.2813
O 26.1028 -26.8349 25.6448
O 24.2602 -25.5077 25.1356
C 23.2948 -26.4613 25.2038
H 27.4814 -22.8110 23.8298
H 27.6372 -24.1480 22.7324
H 29.1276 -23.6412 23.6144
H 28.2271 -24.6426 25.6840
H 28.0993 -25.7201 24.3277
H 23.4668 -27.1654 24.3898
H 22.3763 -25.8769 25.1485
H 23.3099 -27.0206 26.1393
C 28.5860 -17.1094 13.6621
C 29.7638 -17.5091 12.8058
O 29.7627 -16.8872 11.5569
C 30.6746 -17.0901 10.6651
O 31.6999 -17.7655 10.6967
O 30.2012 -16.6184 9.5019
C 30.7980 -16.9460 8.2851
H 28.7820 -16.0900 13.9942
H 28.5087 -17.6884 14.5824
H 27.6011 -17.1583 13.1975
H 29.8252 -18.5931 12.7101
H 30.6229 -17.0683 13.3116
H 30.5666 -17.9934 8.0912
H 31.8787 -16.8403 8.1905
H 30.4189 -16.2225 7.5633
C 28.9647 -25.0885 18.5135
C 27.9790 -24.0790 17.9061
O 28.3242 -22.7760 18.2933
C 27.4941 -21.8917 18.8193
O 26.2638 -22.0752 18.9205
O 28.1839 -20.8094 19.0876
C 27.5243 -19.5735 19.4521
H 28.9833 -25.1126 19.6030
H 29.9901 -24.8567 18.2257
H 28.6246 -26.0544 18.1400
H 26.9462 -24.3318 18.1460
H 28.0717 -24.1830 16.8250
H 26.5084 -19.3509 19.1257
H 28.1068 -18.7542 19.0307
H 27.6038 -19.5202 20.5379
C 29.9516 -26.3852 12.3811
Cl 30.5149 -25.3735 11.0721
Cl 30.7589 -27.9747 12.3231
H 30.1314 -25.9469 13.3628
H 28.8753 -26.4313 12.2152
C 28.1349 -32.9179 16.8858
Cl 26.9322 -33.8990 16.0831
Cl 27.7710 -31.2358 16.3727
H 28.0696 -32.9140 17.9738
H 29.1444 -33.1462 16.5440
C 23.0241 -14.1666 20.5277
Cl 24.4607 -14.2473 19.4560
Cl 21.9505 -15.6198 20.6286
H 23.2802 -13.8898 21.5504
H 22.3726 -13.3738 20.1603